Molecular formula: C29H37N6NaO6S
Method: DFT, wB97M-V/def2-TZVPD

**Lowest unoccupied orbital energy**: 3.7 eV
**Multiplicity**: 1
**Energy relative to the best compared isomer or geometry (same formula, charge and spin)**: 73.06 kJ/mol
**Total charge**: -2
**E**: -2467.9217 a.u.

XYZ file:
```
80
Properties=species:S:1:pos:R:3:forces:R:3:lowdin_charge:R:1
Na 0.063 -0.320 -1.029 0.4 -0.2 0.1 0.26
C 2.445 -2.559 -0.467 0.0 0.0 0.1 -0.03
N 0.996 -1.337 1.174 0.0 0.0 -0.1 -0.04
C 2.022 0.747 2.025 0.0 0.1 0.1 -0.11
C 1.852 2.024 2.868 0.0 0.0 0.0 -0.16
C 1.572 3.275 2.022 0.1 0.1 0.2 -0.23
N 0.501 3.048 1.086 0.0 0.0 0.1 0.01
C -0.606 3.645 1.249 -0.1 0.0 0.2 -0.13
C -1.816 3.427 0.470 -0.1 0.0 -0.1 -0.15
C -2.851 4.359 0.621 0.1 0.0 0.0 -0.09
C -4.044 4.272 -0.063 -0.1 0.1 0.0 -0.15
C -4.232 3.181 -0.925 0.1 0.0 0.0 -0.12
C -3.257 2.231 -1.085 0.0 0.0 0.0 -0.03
C -1.990 2.294 -0.411 -0.1 0.1 0.0 -0.40
O -1.116 1.400 -0.604 -0.2 0.3 0.1 -0.10
C 0.251 -2.588 1.412 0.0 0.0 0.1 -0.17
C -1.252 -2.537 1.684 0.0 0.1 -0.1 -0.16
C -2.119 -1.867 0.612 -0.1 0.0 0.1 -0.22
N -1.582 -1.988 -0.724 0.1 0.1 -0.1 0.03
C -2.325 -2.420 -1.655 -0.1 -0.1 0.1 -0.11
C -2.017 -2.487 -3.078 0.0 0.0 -0.2 -0.14
C -2.958 -3.137 -3.887 0.0 0.0 0.1 -0.09
C -2.823 -3.260 -5.254 0.0 0.0 -0.1 -0.15
C -1.693 -2.693 -5.856 0.0 0.0 0.1 -0.14
C -0.752 -2.035 -5.103 0.0 0.0 0.0 -0.04
C -0.853 -1.887 -3.681 0.0 -0.1 0.0 -0.38
O 0.045 -1.253 -3.040 -0.1 0.0 -0.1 -0.11
H 3.452 -2.497 -0.880 0.0 0.0 0.0 0.09
H 1.740 -2.235 -1.235 0.0 0.0 0.0 0.07
H 2.253 -3.606 -0.232 0.0 0.0 0.0 0.08
H 1.987 1.021 0.966 0.0 0.0 0.0 0.10
H 2.996 0.310 2.243 0.0 0.0 0.0 0.12
H 2.758 2.209 3.448 0.0 0.0 0.0 0.11
H 1.047 1.908 3.600 0.0 0.0 0.0 0.10
H 2.472 3.506 1.443 0.0 0.0 0.0 0.12
H 1.367 4.130 2.690 0.0 0.0 0.0 0.10
H -0.711 4.390 2.063 0.0 0.0 0.0 0.12
H -2.689 5.188 1.306 0.0 0.0 0.0 0.10
H -4.818 5.017 0.069 0.0 0.0 0.0 0.08
H -5.168 3.081 -1.466 0.0 0.0 0.0 0.09
H -3.409 1.379 -1.739 0.0 0.0 0.0 0.11
H 0.709 -3.162 2.229 0.0 0.0 0.0 0.12
H 0.366 -3.171 0.502 0.0 0.0 0.0 0.10
H -1.459 -2.061 2.642 0.0 0.0 0.0 0.09
H -1.555 -3.588 1.769 0.0 0.0 0.0 0.11
H -2.166 -0.800 0.836 0.0 0.0 0.0 0.09
H -3.146 -2.270 0.670 0.0 0.0 0.0 0.10
H -3.341 -2.778 -1.404 0.0 0.0 0.0 0.11
H -3.833 -3.562 -3.401 0.0 0.0 0.0 0.09
H -3.572 -3.774 -5.843 0.0 0.0 0.0 0.07
H -1.558 -2.772 -6.931 0.0 0.0 0.0 0.09
H 0.123 -1.597 -5.571 0.0 0.0 0.0 0.10
C -0.036 4.061 -2.373 0.0 -0.1 0.0 -0.10
N 0.975 3.221 -1.769 0.1 0.1 -0.4 0.03
C 1.240 1.960 -2.235 -0.1 0.5 0.0 -0.64
N 0.652 1.593 -3.418 0.0 -0.3 -0.2 0.18
O 2.013 1.227 -1.629 0.1 -0.5 0.2 0.03
H -0.109 4.981 -1.796 0.0 0.0 0.0 0.08
H -1.033 3.605 -2.383 0.0 0.0 0.0 0.07
H 0.250 4.317 -3.395 0.0 0.0 0.0 0.08
H 0.994 3.217 -0.753 0.0 0.0 0.1 0.08
H -0.260 1.990 -3.587 0.0 0.0 0.0 0.08
H 0.651 0.576 -3.542 0.0 0.0 0.0 0.07
N -0.413 0.257 2.194 -0.1 0.0 0.0 0.12
C 0.925 -0.327 2.265 0.1 0.1 0.0 -0.47
C 1.101 -0.922 3.643 0.0 0.0 0.0 -0.02
C 2.066 -1.764 4.011 0.0 0.0 0.0 -0.07
C 3.139 -2.299 3.175 0.2 -0.1 -0.1 -0.26
C 3.277 -2.258 1.848 -0.1 0.0 0.0 -0.02
C 2.386 -1.664 0.781 0.1 0.0 -0.1 -0.33
S 4.419 -3.144 4.136 0.0 0.0 0.0 0.40
O 4.920 -2.114 5.044 0.0 0.0 0.0 -0.38
O 3.688 -4.209 4.820 0.0 0.0 0.0 -0.38
O 5.408 -3.620 3.174 -0.1 0.1 0.1 -0.39
H -0.548 0.900 2.967 0.0 -0.1 -0.1 0.07
H -0.489 0.807 1.338 0.0 0.0 0.0 0.05
H 0.360 -0.629 4.382 0.0 0.0 0.0 0.11
H 2.097 -2.108 5.039 0.0 0.0 0.0 0.10
H 4.178 -2.731 1.468 0.0 0.0 0.0 0.11
H 2.849 -0.728 0.461 0.0 -0.1 0.0 0.12
```
Positions in Å, forces in eV/Å.


Molecular formula: C29H38AsCdN6O7S2
Method: DFT, wB97M-V/def2-TZVPD

**Lowest unoccupied orbital energy**: 2.5 eV
**Multiplicity**: 1
**Energy relative to the best compared isomer or geometry (same formula, charge and spin)**: 146.64 kJ/mol
**Total charge**: -1
**E**: -5183.1813 a.u.

XYZ file:
```
84
Properties=species:S:1:pos:R:3:forces:R:3:lowdin_charge:R:1
Cd 0.825 -0.611 -0.096 0.3 0.5 0.0 1.47
C 1.519 2.957 0.309 0.0 0.0 0.1 -0.22
C 1.447 2.277 1.674 0.0 0.0 0.0 -0.21
N 1.980 0.921 1.636 0.0 -0.1 0.0 -0.10
C 3.428 0.821 1.517 0.0 0.1 0.0 -0.17
C 3.923 0.506 0.119 0.0 0.1 -0.1 -0.27
C 5.280 0.403 -0.158 0.0 0.0 0.0 -0.02
C 5.665 0.034 -1.437 0.0 0.0 0.0 -0.06
C 4.701 -0.223 -2.400 0.0 0.0 0.0 -0.03
C 3.367 -0.083 -2.040 0.1 0.1 0.0 -0.26
C 2.237 -0.416 -2.997 0.0 0.0 -0.1 -0.16
N 0.927 -0.013 -2.511 -0.1 -0.1 0.0 -0.12
C 0.492 1.326 -2.907 0.0 -0.1 0.0 -0.22
C 1.091 2.439 -2.059 0.0 0.0 0.0 -0.23
N 0.757 2.240 -0.676 0.0 -0.1 0.0 -0.09
N 3.015 0.298 -0.823 0.0 -0.3 0.1 0.08
H 1.222 4.012 0.429 0.0 0.0 0.0 0.11
H 2.562 2.973 -0.026 0.0 0.0 0.0 0.11
H 1.988 2.904 2.400 0.0 0.0 0.0 0.11
H 0.407 2.212 1.999 0.0 0.0 0.0 0.11
H 1.657 0.380 2.428 0.0 0.0 0.0 0.10
H 3.908 1.753 1.851 0.0 0.0 0.0 0.12
H 3.792 0.019 2.158 0.0 0.0 0.0 0.12
H 6.013 0.576 0.620 0.0 0.0 0.0 0.11
H 6.716 -0.072 -1.678 0.0 0.0 0.0 0.10
H 4.973 -0.538 -3.400 0.0 0.0 0.0 0.11
H 2.458 0.043 -3.971 0.0 0.0 0.0 0.12
H 2.236 -1.499 -3.140 0.0 0.0 0.1 0.13
H 0.223 -0.697 -2.766 0.0 0.0 0.0 0.06
H 0.725 1.518 -3.966 0.0 0.0 0.0 0.12
H -0.596 1.336 -2.801 0.1 0.0 0.0 0.05
H 2.183 2.437 -2.146 0.0 0.0 0.0 0.11
H 0.752 3.403 -2.476 0.0 0.0 0.0 0.11
H -0.235 2.187 -0.483 0.0 0.0 0.0 0.10
O 1.274 -2.252 3.214 0.1 0.0 0.2 -0.28
As 2.411 -2.947 2.022 -0.2 0.0 0.0 0.85
O 3.727 -3.354 2.909 0.1 0.0 0.1 -0.50
O 2.555 -1.813 0.825 0.0 0.1 -0.1 -0.53
C 1.686 -4.587 1.266 0.2 -0.1 0.2 -0.23
C 2.386 -5.724 1.665 0.0 0.0 0.0 -0.10
C 2.071 -6.974 1.150 0.0 0.1 0.0 -0.09
C 1.049 -7.098 0.223 0.0 0.0 0.0 -0.09
C 0.345 -5.972 -0.179 0.0 -0.1 0.0 -0.07
C 0.665 -4.722 0.331 -0.2 0.0 -0.1 -0.26
S -0.327 -3.344 -0.233 -0.2 0.0 0.1 0.42
O 0.424 -2.695 -1.321 0.2 0.0 -0.3 -0.41
O -1.589 -3.906 -0.633 0.0 -0.1 0.0 -0.31
O -0.355 -2.436 0.921 -0.1 0.0 0.0 -0.42
H 1.719 -2.413 4.061 -0.1 0.0 -0.2 0.03
H 3.188 -5.601 2.382 0.0 0.0 0.0 0.09
H 2.627 -7.846 1.474 0.0 0.0 0.0 0.10
H 0.789 -8.069 -0.183 0.0 0.0 0.0 0.10
H -0.478 -6.050 -0.878 0.0 0.0 0.0 0.11
C -5.438 3.171 -0.581 0.0 0.0 0.0 -0.08
C -4.030 3.347 -1.137 0.0 -0.1 0.0 -0.23
N -3.548 2.157 -1.829 0.0 0.1 0.0 -0.14
C -3.876 2.078 -3.241 -0.1 0.0 0.0 -0.27
C -2.936 2.892 -4.119 0.1 0.0 -0.1 -0.08
C -3.019 1.107 -1.129 -0.1 0.0 0.2 -0.78
S -2.521 -0.318 -1.902 0.1 0.0 0.0 0.65
N -3.059 1.276 0.213 0.1 0.0 -0.2 0.09
C -2.141 0.787 1.030 0.0 0.0 0.2 -0.48
O -0.950 0.509 0.769 0.0 0.0 0.0 -0.15
C -2.552 0.655 2.472 -0.1 -0.1 0.0 -0.13
C -3.615 1.380 3.002 0.1 0.0 0.0 -0.04
C -3.968 1.229 4.334 0.0 0.0 0.0 -0.10
C -3.274 0.337 5.140 0.0 0.0 0.0 -0.11
C -2.222 -0.400 4.610 0.0 0.0 0.0 -0.08
C -1.855 -0.238 3.283 0.0 0.0 -0.1 -0.01
H -5.794 4.095 -0.118 0.0 0.0 0.0 0.07
H -5.438 2.378 0.165 0.0 0.0 0.0 0.06
H -6.139 2.900 -1.373 0.0 0.0 0.0 0.07
H -3.338 3.599 -0.338 0.0 0.0 0.1 0.11
H -4.010 4.167 -1.859 0.0 0.0 0.0 0.10
H -4.909 2.427 -3.372 0.1 0.0 0.0 0.11
H -3.841 1.032 -3.527 0.0 -0.1 0.0 0.05
H -2.980 3.960 -3.894 0.0 0.0 0.0 0.06
H -3.201 2.761 -5.171 0.0 0.0 0.0 0.07
H -1.904 2.558 -3.985 -0.1 0.0 0.0 0.05
H -4.152 2.060 2.353 0.0 0.0 0.0 0.09
H -4.791 1.804 4.744 0.0 0.0 0.0 0.09
H -3.556 0.211 6.179 0.0 0.0 0.0 0.09
H -1.690 -1.113 5.228 0.0 0.0 0.0 0.10
H -1.053 -0.828 2.853 0.0 0.0 0.0 0.09
```
Positions in Å, forces in eV/Å.


Molecular formula: C29H38AsFIrN3O5Te2
Method: DFT, wB97M-V/def2-TZVPD

**⟨S²⟩**: 0.7684
**Lowest unoccupied orbital energy (spin up / spin down)**: 1.9 / 1.4 eV
**Multiplicity**: 2
**Energy relative to the best compared isomer or geometry (same formula, charge and spin)**: 128.10 kJ/mol
**Total charge**: -1
**E**: -4644.4102 a.u.

XYZ file:
```
80
Properties=species:S:1:pos:R:3:forces:R:3:mulliken_spin:R:1
Ir 1.854 0.949 1.514 -1.0 -0.2 1.2 0.27
C 2.762 3.212 4.416 0.2 0.0 0.0 0.02
As 2.104 3.078 2.598 -0.6 -0.1 0.2 0.00
C 2.937 4.597 1.752 0.2 0.0 -0.1 0.00
C 0.326 3.822 2.857 0.0 0.1 -0.1 0.00
H 2.729 4.256 4.733 0.0 0.0 0.0 0.00
H 3.782 2.837 4.491 0.0 0.0 0.0 0.00
H 2.119 2.608 5.053 0.0 0.0 0.0 0.00
H 2.741 5.458 2.390 0.1 0.0 0.0 0.00
H 2.460 4.746 0.787 0.0 0.0 0.0 0.00
H 4.010 4.455 1.628 0.0 0.0 0.0 0.00
H 0.384 4.728 3.462 0.0 0.0 0.0 0.00
H -0.297 3.074 3.344 0.0 0.0 0.0 -0.01
H -0.075 4.063 1.874 0.0 0.0 0.0 0.00
C 4.890 0.282 0.479 -0.1 0.2 -0.1 -0.01
C 3.753 -0.486 -0.202 -0.6 -0.2 0.3 0.00
O 3.991 -1.184 -1.180 0.2 -0.5 -0.1 -0.01
N 2.536 -0.337 0.369 1.4 1.0 -0.6 -0.04
Te 0.519 -1.335 -1.009 -0.3 0.1 -0.2 0.00
C -1.111 -2.342 -2.014 -0.1 0.2 -0.2 -0.01
C -2.065 -1.582 -2.707 0.0 0.0 0.0 0.00
C -2.104 -0.069 -2.713 0.0 -0.1 -0.1 0.00
C -3.066 -2.231 -3.434 0.0 0.1 0.0 0.00
C -3.147 -3.608 -3.499 0.0 -0.1 0.0 0.00
C -4.231 -4.296 -4.286 0.0 0.0 0.0 0.00
C -2.183 -4.349 -2.824 -0.1 0.0 0.0 0.00
C -1.172 -3.741 -2.095 0.0 -0.1 0.1 0.00
C -0.164 -4.614 -1.400 0.0 0.0 0.0 0.00
C -0.025 -2.173 0.868 0.2 0.1 0.0 -0.01
C 0.832 -3.052 1.532 0.1 -0.1 0.0 0.01
C 2.174 -3.488 1.005 0.0 0.0 -0.1 0.01
C 0.462 -3.551 2.782 0.0 -0.1 0.0 0.02
C -0.723 -3.192 3.396 0.0 0.0 0.0 -0.02
C -1.078 -3.692 4.770 0.0 0.0 0.0 0.00
C -1.552 -2.297 2.731 0.0 -0.1 0.0 0.04
C -1.220 -1.775 1.488 -0.1 0.0 0.0 -0.03
C -2.152 -0.771 0.869 0.0 0.0 0.0 0.01
H 5.833 -0.168 0.172 0.0 0.0 0.0 0.00
H 4.785 0.263 1.564 0.0 0.0 0.0 0.00
H 4.871 1.325 0.155 0.0 0.0 0.0 0.00
H -1.174 0.375 -2.366 0.0 0.0 0.0 0.00
H -2.908 0.294 -2.067 0.0 0.0 0.0 0.00
H -2.311 0.299 -3.719 0.0 -0.1 0.1 0.00
H -3.797 -1.629 -3.967 0.0 0.0 0.0 0.00
H -4.921 -3.571 -4.718 0.0 0.0 0.0 0.00
H -4.807 -4.974 -3.653 0.0 0.0 0.0 0.00
H -3.812 -4.890 -5.100 0.0 0.0 0.0 0.00
H -2.216 -5.433 -2.876 0.0 0.0 0.0 0.00
H -0.232 -5.641 -1.759 0.0 0.0 0.0 0.00
H -0.328 -4.616 -0.321 0.0 0.0 0.0 0.00
H 0.851 -4.248 -1.566 0.0 0.0 0.0 0.00
H 2.407 -3.065 0.029 0.0 0.0 0.0 0.00
H 2.215 -4.578 0.933 0.0 0.0 0.0 0.00
H 2.958 -3.167 1.694 0.0 0.0 0.0 0.00
H 1.140 -4.230 3.291 0.0 0.0 0.0 0.00
H -0.439 -4.525 5.063 0.0 0.0 0.0 0.00
H -2.117 -4.023 4.816 0.0 0.0 0.0 0.00
H -0.954 -2.901 5.512 0.0 0.0 0.0 0.00
H -2.476 -1.977 3.201 0.0 0.0 0.0 0.00
H -2.868 -0.414 1.609 0.0 0.0 0.0 0.00
H -2.702 -1.209 0.033 0.0 0.0 0.0 0.00
H -1.595 0.082 0.475 0.0 0.0 0.0 0.00
Te 1.279 -0.093 3.670 0.2 0.1 0.0 0.81
F -2.706 2.666 -4.035 0.0 0.1 0.0 0.00
C -2.041 3.395 -3.130 0.0 0.2 0.1 0.00
C -0.710 3.338 -3.021 -0.1 -0.1 0.0 0.00
N -0.008 4.098 -2.111 -0.1 0.0 -0.1 0.00
C 1.427 3.851 -1.962 0.0 0.0 -0.1 0.00
C 1.618 2.464 -1.324 -0.1 -0.3 -0.2 0.00
O 1.903 1.535 -2.067 0.1 0.2 0.0 0.00
O 1.352 2.447 -0.072 0.5 -0.2 -0.1 -0.02
C -0.646 4.922 -1.218 -0.1 0.0 -0.1 0.00
O -0.081 5.588 -0.375 0.0 0.1 0.1 0.00
N -2.024 4.963 -1.371 0.0 0.0 0.0 0.00
C -2.828 4.274 -2.274 0.0 -0.1 -0.1 0.00
O -4.030 4.425 -2.307 0.1 0.0 0.0 0.00
H -0.117 2.675 -3.638 0.0 0.0 0.0 0.00
H 1.825 4.656 -1.352 0.0 0.0 0.0 0.00
H 1.887 3.851 -2.949 0.0 0.1 0.0 0.00
H -2.508 5.568 -0.723 0.0 0.0 0.0 0.00
```
Positions in Å, forces in eV/Å.


Q: Among the records above, which one has the lowest total charge?
A: C29H37N6NaO6S